Record 1
{"formula": "C15H33O9P", "method": "ωB97M-V with the def2-TZVPD basis set", "largest_force_ha_per_bohr": 0.1053, "total_charge": 0, "smiles": "CP(O)[C@H]1OC(=O)O[C@@H]1CCCO.COCCOC.COCCOC", "homo_lumo_gap_ev": 9.03, "e_lumo_ev": 0.43, "e_homo_ha": -0.31578, "elements": ["C", "P", "O", "C", "O", "C", "O", "O", "C", "C", "C", "C", "O", "H", "H", "H", "H", "H", "H", "H", "H", "H", "H", "H", "H", "H", "C", "O", "C", "C", "O", "C", "H", "H", "H", "H", "H", "H", "H", "H", "H", "H", "C", "O", "C", "C", "O", "C", "H", "H", "H", "H", "H", "H", "H", "H", "H", "H"], "coordinates": [[-2.367809, 0.767084, 0.948018], [-2.003330, -1.096181, 1.210232], [-3.077284, -1.674984, 2.430914], [-2.368250, -1.876059, -0.480671], [-1.014820, -2.280400, -0.926066], [-1.348156, -2.904391, -2.198665], [-0.869548, -2.679994, -3.318977], [-2.390440, -3.819674, -1.805266], [-3.047950, -3.319849, -0.583069], [-4.618269, -3.452209, -0.864501], [-5.543249, -2.407729, -0.069465], [-6.074467, -1.185705, -1.009548], [-5.027571, -0.616001, -1.837507], [-3.512062, 0.920188, 0.923501], [-1.925805, 1.064070, -0.079179], [-1.846508, 1.416530, 1.724973], [-3.244066, -2.616311, 2.201632], [-2.616696, -1.068401, -1.248765], [-2.594544, -3.957181, 0.256181], [-4.802343, -3.474499, -1.996329], [-4.923653, -4.504169, -0.487708], [-5.099078, -2.008046, 0.902916], [-6.506420, -2.976009, 0.233763], [-6.892941, -1.558301, -1.723257], [-6.458120, -0.352990, -0.307047], [-4.554472, 0.027358, -1.264151], [2.351946, 4.610239, -2.030118], [2.508604, 3.243556, -2.384150], [2.292728, 2.365786, -1.281280], [0.901456, 1.742215, -1.326716], [-0.116748, 2.726662, -1.144587], [-0.711577, 3.120930, -2.375576], [2.259699, 5.191592, -2.948476], [1.457629, 4.775750, -1.423253], [3.235025, 4.954783, -1.483010], [2.459249, 2.885724, -0.330491], [3.036619, 1.566764, -1.358718], [0.809678, 1.030657, -0.499422], [0.748570, 1.191892, -2.261194], [-1.411701, 2.349096, -2.710219], [0.034882, 3.305512, -3.151364], [-1.266121, 4.045275, -2.201893], [5.416500, -1.071596, 4.028628], [5.880014, -1.129961, 2.687021], [4.853499, -1.503362, 1.770657], [4.288812, -0.289801, 1.038419], [3.603747, 0.585387, 1.933007], [4.397120, 1.705372, 2.306223], [6.154804, -0.529245, 4.620776], [4.458030, -0.551613, 4.108047], [5.318330, -2.084585, 4.431014], [4.057999, -2.058686, 2.281069], [5.309759, -2.174271, 1.036196], [3.553846, -0.634695, 0.303791], [5.077799, 0.244613, 0.498368], [4.414978, 2.432726, 1.488667], [5.417742, 1.416429, 2.567589], [3.934937, 2.170705, 3.179038]], "atomic_forces_ev_per_a": [[-1.0, -0.3, -0.7], [1.4, 0.4, 0.9], [-0.1, 0.0, -2.0], [0.1, -0.1, -0.3], [-0.6, 0.1, -2.6], [0.2, 0.0, -0.2], [-2.0, -1.3, 4.9], [1.4, 1.6, -1.4], [0.2, 0.8, -1.0], [0.0, -0.8, 1.1], [-1.2, 0.0, -0.8], [0.2, -0.2, 0.9], [-0.2, 0.2, 1.2], [1.7, 0.2, 0.2], [-0.6, -0.6, 1.6], [-0.9, -1.1, -0.9], [0.1, 0.7, 0.5], [-0.6, -1.3, 1.0], [-1.1, 0.9, -0.9], [0.4, 0.4, 1.7], [0.6, 1.6, -0.7], [-0.3, -0.5, -1.4], [1.5, 0.9, -0.4], [1.2, 0.6, 1.2], [0.1, -1.4, -1.2], [-0.4, -0.6, -0.7], [0.1, -0.1, -0.1], [-0.2, 0.1, 0.3], [-0.1, -0.2, -0.4], [0.1, 0.2, 0.5], [0.1, -0.1, -0.4], [-0.1, 0.1, 0.2], [0.1, -0.1, 0.0], [0.0, 0.0, 0.0], [0.0, 0.1, 0.1], [-0.1, 0.0, -0.1], [0.0, 0.0, 0.0], [0.1, 0.0, 0.0], [0.1, 0.1, 0.0], [0.0, 0.0, -0.2], [0.0, -0.1, 0.0], [0.0, -0.1, 0.1], [0.1, 0.0, 0.0], [-0.4, 0.1, 0.1], [0.4, 0.2, -0.2], [-0.4, -0.2, 0.3], [0.4, 0.0, -0.1], [-0.2, 0.0, 0.0], [0.0, -0.1, -0.1], [0.0, 0.0, 0.0], [-0.1, 0.0, 0.1], [0.0, 0.1, 0.0], [0.0, 0.0, 0.0], [0.0, 0.0, 0.0], [0.0, 0.0, 0.1], [0.1, 0.1, 0.0], [0.0, 0.0, -0.1], [0.0, -0.1, -0.1]]}


Record 2
{"formula": "CH2BrFO", "method": "ωB97M-V with the def2-TZVPD basis set", "largest_force_ha_per_bohr": 0.0481, "e_above_lowest_kj_mol": 14.11, "total_charge": 0, "smiles": "O=CF.Br", "homo_lumo_gap_ev": 11.71, "e_lumo_ev": 0.66, "e_homo_ha": -0.40606, "elements": ["C", "O", "F", "Br", "H", "H"], "coordinates": [[-0.623720, -0.610901, 1.158652], [0.404045, 0.007773, 1.226010], [-0.930729, -1.543857, 2.075695], [0.563578, 1.525612, -2.420730], [1.937716, 1.080739, -2.370591], [-1.350890, -0.459367, 0.330963]], "atomic_forces_ev_per_a": [[2.1, 1.3, -0.2], [-1.7, -1.1, 0.0], [-0.3, 0.3, -0.6], [0.6, -0.2, 0.0], [-0.6, 0.2, 0.0], [0.0, -0.5, 0.8]]}


Record 3
{"formula": "C23H27FN2O2", "method": "ωB97M-V with the def2-TZVPD basis set", "largest_force_ha_per_bohr": 0.0151, "e_above_lowest_kj_mol": 232.00, "total_charge": 0, "smiles": "O=C(/C=C/c1ccc(OCCCF)cc1)N1CCN(Cc2ccccc2)CC1", "homo_lumo_gap_ev": 8.30, "e_lumo_ev": 0.36, "e_homo_ha": -0.29175, "elements": ["O", "C", "N", "C", "H", "C", "N", "C", "C", "H", "H", "H", "H", "C", "C", "C", "C", "C", "C", "C", "H", "H", "H", "H", "H", "H", "H", "H", "H", "H", "C", "C", "C", "C", "C", "C", "C", "C", "H", "H", "O", "C", "C", "C", "F", "H", "H", "H", "H", "H", "H", "H", "H", "H", "H"], "coordinates": [[-0.355802, -2.856526, 1.367836], [-0.492001, -2.062216, 0.445812], [-1.355676, -2.327443, -0.571630], [-1.646600, -1.543515, -1.746814], [-2.735355, -1.433180, -1.819967], [-1.113442, -2.281424, -2.991267], [-1.607943, -3.632146, -3.121205], [-1.451572, -4.372082, -1.886824], [-1.977437, -3.634257, -0.644827], [-3.064043, -3.510699, -0.696958], [-1.715331, -4.181123, 0.261798], [-0.377363, -4.545014, -1.747237], [-1.944524, -5.339811, -1.984114], [-2.838524, -3.825339, -3.866512], [-4.113709, -3.300501, -3.245358], [-4.871181, -4.100963, -2.398078], [-6.018711, -3.610465, -1.800005], [-6.429237, -2.311330, -2.046257], [-5.692471, -1.510183, -2.901863], [-4.545172, -2.003410, -3.498476], [-3.980123, -1.375021, -4.173385], [-6.013688, -0.499486, -3.108024], [-7.324190, -1.927402, -1.579732], [-6.594884, -4.244636, -1.142278], [-4.561200, -5.119000, -2.207505], [-2.936974, -4.903015, -4.030408], [-2.691832, -3.349768, -4.841654], [-0.020643, -2.341642, -2.907431], [-1.359441, -1.719367, -3.893553], [-1.210534, -0.549083, -1.686654], [0.263787, -0.795247, 0.410358], [0.948044, -0.412857, 1.495901], [1.768248, 0.769592, 1.651153], [2.351758, 1.030239, 2.891644], [3.145331, 2.140782, 3.105654], [3.382298, 3.032644, 2.064630], [2.806955, 2.783465, 0.815627], [2.016921, 1.676700, 0.614660], [1.590356, 1.510282, -0.362162], [3.002100, 3.481554, 0.016602], [4.144049, 4.156422, 2.150737], [4.756444, 4.477366, 3.382126], [5.542503, 5.769417, 3.191151], [4.614785, 6.925822, 2.842611], [5.338389, 8.084200, 2.699026], [4.102414, 6.747308, 1.893262], [3.883536, 7.108694, 3.637407], [6.263575, 5.637484, 2.383245], [6.085417, 6.000882, 4.108639], [5.437640, 3.672422, 3.689300], [3.992959, 4.611446, 4.161636], [3.573980, 2.299524, 4.082825], [2.177501, 0.344942, 3.708389], [0.879420, -1.058916, 2.363138], [0.284128, -0.217080, -0.497908]], "atomic_forces_ev_per_a": [[0.1, 0.0, 0.2], [-0.1, -0.2, 0.2], [-0.1, -0.1, 0.0], [0.1, 0.2, -0.4], [0.2, 0.1, 0.0], [-0.1, 0.2, 0.1], [0.0, -0.1, -0.2], [0.0, 0.1, 0.2], [0.0, -0.4, 0.1], [0.1, 0.0, 0.1], [-0.1, 0.1, -0.1], [-0.1, -0.1, 0.1], [0.0, -0.1, 0.0], [0.1, 0.0, 0.0], [-0.1, 0.0, -0.1], [0.0, 0.1, -0.1], [0.0, -0.1, 0.1], [-0.1, 0.0, 0.1], [0.0, 0.1, 0.0], [0.0, -0.1, 0.0], [0.1, 0.1, -0.1], [0.0, 0.1, 0.0], [-0.1, 0.0, 0.0], [-0.1, 0.0, 0.1], [0.0, -0.1, 0.0], [0.0, 0.1, -0.1], [-0.1, -0.1, 0.0], [0.0, 0.1, 0.0], [0.0, 0.0, 0.0], [0.0, 0.0, 0.0], [0.4, 0.3, 0.3], [-0.5, -0.5, -0.3], [0.3, 0.4, 0.2], [-0.2, -0.2, -0.4], [0.3, 0.4, 0.1], [-0.1, -0.2, 0.0], [0.1, 0.1, 0.1], [0.0, 0.0, 0.2], [0.0, 0.0, -0.1], [0.0, 0.1, -0.1], [-0.1, -0.1, -0.2], [0.3, 0.1, 0.3], [-0.4, 0.0, -0.2], [-0.2, -0.5, 0.0], [0.5, 0.6, -0.1], [0.0, -0.1, 0.2], [0.0, -0.2, -0.1], [0.1, 0.0, 0.0], [0.0, 0.0, 0.0], [-0.1, 0.1, 0.0], [0.1, -0.1, -0.1], [0.0, 0.0, 0.1], [0.0, -0.1, 0.1], [0.0, -0.1, 0.0], [0.0, 0.1, -0.1]]}


Record 4
{"formula": "C40H45O6P2ScSe3Te", "method": "ωB97M-V with the def2-TZVPD basis set", "largest_force_ha_per_bohr": 0.0177, "e_above_lowest_kj_mol": 21.46, "total_charge": -2, "homo_lumo_gap_ev": 5.25, "e_lumo_ev": 4.06, "e_homo_ha": -0.04355, "elements": ["Sc", "Se", "Se", "Te", "Se", "C", "C", "C", "C", "C", "C", "P", "C", "C", "C", "C", "C", "C", "C", "C", "C", "C", "C", "C", "C", "C", "C", "C", "H", "H", "H", "H", "H", "H", "H", "H", "H", "H", "H", "H", "H", "H", "H", "H", "C", "C", "C", "C", "O", "P", "O", "O", "O", "C", "C", "C", "C", "H", "H", "H", "H", "H", "H", "H", "H", "H", "H", "H", "H", "H", "H", "H", "H", "H", "H", "C", "C", "C", "C", "C", "C", "C", "C", "C", "C", "O", "O", "H", "H", "H", "H", "H", "H", "H", "H", "H", "H", "H"], "coordinates": [[0.842583, -0.190499, 0.113019], [3.712872, 0.272763, 0.610358], [5.322674, -0.098463, -1.014601], [3.323097, 4.392256, -0.327866], [2.320749, 2.045676, -0.231400], [-1.696914, 5.581644, 0.993562], [-0.778727, 5.576014, -0.042078], [-0.578266, 4.426395, -0.794518], [-1.294211, 3.263138, -0.525619], [-2.204169, 3.274802, 0.535941], [-2.407516, 4.422810, 1.281181], [-0.889472, 1.680699, -1.364870], [-0.652021, 2.160096, -3.119471], [0.564094, 2.758424, -3.463824], [0.834009, 3.107991, -4.778035], [-0.089627, 2.836558, -5.777009], [-1.279822, 2.202131, -5.452843], [-1.558208, 1.864179, -4.136033], [-2.485575, 0.810025, -1.364758], [-3.670959, 1.447237, -1.642319], [-4.878756, 0.729396, -1.695096], [-4.863947, -0.623113, -1.492075], [-3.661318, -1.308867, -1.205498], [-3.663703, -2.711874, -1.020405], [-2.484679, -3.348102, -0.768879], [-1.283778, -2.612144, -0.648009], [-1.186978, -1.238170, -0.778131], [-2.433100, -0.591135, -1.104871], [-1.843605, 6.474944, 1.589969], [-0.182964, 6.454140, -0.256897], [0.171544, 4.449339, -1.572441], [-2.738260, 2.370352, 0.789982], [-3.109423, 4.402515, 2.107169], [1.325924, 2.931663, -2.710984], [1.782608, 3.573761, -5.013756], [0.124648, 3.102939, -6.805387], [-1.997425, 1.960599, -6.228548], [-2.485476, 1.357939, -3.901725], [-3.673585, 2.515507, -1.828826], [-5.807034, 1.247058, -1.908446], [-5.782292, -1.199450, -1.555082], [-4.601697, -3.253268, -1.092928], [-2.463227, -4.425158, -0.631246], [-0.395634, -3.185771, -0.408655], [0.710753, 2.751272, 5.278842], [1.258216, 2.932609, 3.870185], [2.650214, 2.335911, 3.723581], [1.263363, 4.398406, 3.461613], [0.340559, 2.322377, 2.926921], [-0.000099, 0.821416, 2.621223], [1.180288, -0.095183, 2.403374], [-0.819333, 0.773697, 1.353788], [-0.869182, 0.403034, 3.898416], [-1.789991, -0.720241, 3.905610], [-3.118257, -0.230876, 3.341370], [-1.913875, -1.080275, 5.380668], [-1.272132, -1.913123, 3.111092], [1.372916, 3.250931, 5.989144], [0.645167, 1.695143, 5.542469], [-0.286412, 3.188528, 5.357888], [3.330418, 2.838562, 4.414457], [3.015662, 2.475902, 2.705554], [2.650750, 1.266884, 3.936490], [1.932720, 4.965319, 4.112327], [0.255533, 4.812444, 3.534802], [1.609269, 4.497241, 2.431257], [-3.486273, 0.618165, 3.920740], [-3.859048, -1.033216, 3.375101], [-2.983184, 0.076275, 2.304377], [-2.227044, -0.206764, 5.954680], [-0.951987, -1.423144, 5.763760], [-2.650334, -1.874657, 5.515734], [-1.295270, -1.722520, 2.038554], [-1.915876, -2.772370, 3.314204], [-0.249658, -2.159502, 3.397307], [3.969192, -6.968057, -3.658290], [3.448700, -5.733923, -2.972433], [3.505754, -4.495437, -3.582907], [3.028344, -3.335274, -2.972428], [3.181508, -2.049429, -3.732430], [2.471303, -3.434903, -1.682692], [2.433893, -4.684990, -1.030963], [1.919404, -4.895136, 0.370894], [2.912506, -5.807590, -1.695135], [1.911247, -2.219573, -1.010470], [1.617866, -2.251482, 0.224610], [1.703803, -1.163784, -1.666484], [4.269864, -6.749390, -4.683219], [3.210808, -7.753658, -3.687952], [4.837601, -7.373663, -3.133581], [3.938387, -4.412850, -4.574653], [3.730612, -2.242058, -4.656607], [3.727456, -1.313339, -3.137673], [2.216545, -1.605258, -3.970712], [0.870827, -4.615046, 0.471030], [2.461413, -4.279882, 1.086366], [2.027706, -5.947591, 0.639955], [2.874923, -6.766930, -1.187773]], "atomic_forces_ev_per_a": [[-0.8, -0.3, -0.2], [0.3, 0.6, -0.4], [-0.2, -0.2, 0.2], [-0.1, -0.1, 0.1], [0.5, 0.0, 0.1], [0.0, 0.0, 0.0], [0.0, 0.0, 0.0], [0.0, 0.0, 0.0], [0.0, 0.0, 0.0], [0.0, 0.0, -0.1], [0.0, 0.0, 0.0], [0.2, -0.2, 0.2], [0.1, 0.0, 0.0], [0.0, 0.0, 0.0], [0.0, 0.0, 0.0], [0.0, 0.0, 0.0], [0.0, 0.0, 0.0], [0.0, 0.0, 0.0], [0.0, 0.1, 0.0], [0.1, 0.0, 0.0], [0.0, -0.1, 0.0], [0.0, 0.1, 0.0], [0.0, 0.0, 0.0], [0.0, -0.1, 0.0], [-0.1, 0.0, 0.0], [0.1, 0.1, 0.0], [0.1, -0.2, 0.5], [0.0, 0.0, -0.1], [0.0, 0.0, 0.0], [0.0, 0.0, 0.0], [0.0, 0.0, 0.0], [0.0, 0.0, 0.0], [0.0, 0.0, 0.0], [0.0, 0.0, 0.0], [0.0, 0.0, 0.0], [0.0, 0.0, 0.0], [0.0, 0.0, 0.0], [0.0, 0.0, 0.0], [0.0, 0.0, 0.0], [0.0, 0.0, 0.0], [0.0, 0.0, 0.0], [0.0, 0.0, 0.0], [0.0, 0.0, 0.0], [0.0, 0.0, 0.0], [0.0, 0.0, 0.0], [0.1, 0.0, -0.1], [-0.1, 0.0, 0.0], [0.0, 0.0, 0.0], [-0.1, 0.0, 0.2], [0.0, -0.3, -0.4], [0.1, 0.1, 0.0], [0.0, 0.1, -0.1], [0.1, 0.0, 0.0], [-0.1, 0.0, 0.1], [0.0, 0.0, 0.0], [0.0, 0.0, 0.0], [0.0, 0.0, 0.0], [0.0, 0.0, 0.0], [0.0, 0.0, 0.0], [0.0, 0.0, 0.0], [0.0, 0.0, 0.0], [0.0, 0.0, 0.0], [0.0, 0.0, 0.0], [0.0, 0.0, 0.0], [0.0, 0.0, 0.0], [0.0, 0.0, 0.0], [0.0, 0.0, 0.0], [0.0, 0.0, 0.0], [0.0, 0.0, 0.0], [0.0, 0.0, 0.0], [0.0, 0.0, 0.0], [0.0, 0.0, 0.0], [0.0, 0.0, 0.0], [0.0, 0.0, 0.0], [0.0, 0.0, 0.0], [0.0, 0.0, 0.0], [0.0, 0.0, 0.0], [0.0, 0.0, 0.0], [0.0, -0.1, 0.1], [0.0, 0.1, 0.0], [0.0, 0.0, 0.0], [0.0, 0.0, 0.0], [0.0, 0.0, 0.0], [0.0, 0.0, 0.0], [0.1, 0.1, -0.1], [-0.2, 0.3, 0.0], [-0.1, 0.1, 0.1], [0.0, 0.0, 0.0], [0.0, 0.0, 0.0], [0.0, 0.0, 0.0], [0.0, 0.0, 0.0], [0.0, 0.0, 0.0], [0.0, 0.0, 0.0], [0.0, 0.0, 0.0], [0.0, 0.0, 0.0], [0.0, 0.0, 0.0], [0.0, 0.0, 0.0], [0.0, 0.0, 0.0]]}


| no. | total energy (eV) |
| --- | --- |
| 1 | -43801.274 |
| 2 | -75876.648 |
| 3 | -34081.446 |
| 4 | -297117.902 |